The molecule C4H7N3, computed with ωB97M-V with the def2-TZVPD basis set.

As for the energy relative to the best compared isomer or geometry (same formula, charge and spin): 69.7 kJ/mol. For the HOMO energy, the calculation gives -7.9 eV.

Cartesian coordinates (Å):
N (1.20, 0.21, -0.72)
N (-1.06, 0.73, -1.13)
N (-2.24, 0.23, -0.67)
C (-0.14, 0.16, -0.36)
C (-0.72, -0.58, 0.70)
C (2.25, 0.20, 0.28)
C (-2.07, -0.54, 0.42)
H (1.38, 0.62, -1.64)
H (-2.89, -1.15, 0.79)
H (2.50, 1.17, 0.73)
H (3.16, -0.21, -0.17)
H (-3.07, 0.78, -0.85)
H (1.98, -0.46, 1.12)
H (-0.29, -1.17, 1.50)